[1]
Computed, not measured: a cluster of 2 separate species, C2H6NOS in total, with ωB97M-V/def2-TZVPD.

Results
- HOMO (eV) = -2.85
- max |F| (eV/A) = 0.55
- electronic energy (Eh) = -608.04167
- gap between HOMO and LUMO (hartree) = 0.25509
- spin multiplicity = 1
- relative energy (zero: lowest compared OMol25 entry of this formula, charge and spin) (kJ/mol) = 65.0
- total charge = -1
- lowest unoccupied orbital energy (eV) = 4.095

XYZ file:
```
11
Properties=species:S:1:pos:R:3:forces:R:3:nbo_charge:R:1
C 1.739083 1.265661 0.469631 0.0 -0.4 -0.4 -0.73
S 2.195329 -0.408614 -0.176679 -0.2 0.3 0.2 -0.71
H 2.255278 2.019756 -0.127714 0.1 0.1 0.2 0.18
H 0.668077 1.451649 0.314943 0.1 0.0 0.3 0.17
H 1.991862 1.375681 1.534336 -0.1 0.1 -0.3 0.18
C -1.936227 -1.131556 0.072789 -0.3 0.3 0.2 0.52
N -0.971005 -0.788392 -0.773413 0.1 0.1 -0.1 -0.83
O -3.125960 -1.237401 -0.193231 -0.3 -0.2 -0.2 -0.69
H -1.604040 -1.288885 1.104837 0.4 -0.1 0.1 0.10
H 0.017199 -0.640236 -0.492108 0.2 -0.3 -0.1 0.44
H -1.229596 -0.617658 -1.733388 0.0 0.0 0.1 0.38
```
Forces are in eV/Å.

***

[2]
Computed, not measured: a cluster of 2 separate species, C2H6NOS in total, with ωB97M-V/def2-TZVPD.

Results
- HOMO (eV) = -2.83
- max |F| (eV/A) = 0.68
- electronic energy (Eh) = -608.04073
- gap between HOMO and LUMO (hartree) = 0.25248
- spin multiplicity = 1
- relative energy (zero: lowest compared OMol25 entry of this formula, charge and spin) (kJ/mol) = 67.5
- total charge = -1
- lowest unoccupied orbital energy (eV) = 4.036

XYZ file:
```
11
Properties=species:S:1:pos:R:3:forces:R:3:nbo_charge:R:1
C 1.792526 1.218563 0.176556 0.3 -0.4 -0.4 -0.73
S 2.165607 -0.526582 -0.274494 -0.1 0.0 0.1 -0.71
H 1.652038 1.315516 1.253624 0.1 0.2 0.0 0.18
H 2.618879 1.836499 -0.180963 0.0 0.2 0.3 0.18
H 0.906634 1.585947 -0.337745 -0.3 0.0 0.1 0.17
C -2.040218 -1.071476 0.253709 -0.2 0.0 -0.1 0.52
N -1.001295 -0.726419 -0.501073 0.1 -0.2 0.3 -0.83
O -3.229649 -0.947571 -0.027360 0.2 0.0 0.2 -0.68
H -1.700288 -1.502732 1.214046 -0.2 -0.1 0.0 0.09
H -0.026587 -0.914694 -0.190719 0.1 0.3 -0.3 0.44
H -1.137644 -0.267046 -1.385584 -0.1 -0.1 0.0 0.38
```
Forces are in eV/Å.

***

[3]
Computed, not measured: a cluster of 2 separate species, C2H6NP in total, with ωB97M-V/def2-TZVPD.

Results
- HOMO (alpha / beta) (eV) = -5.96 / -9.95
- max |F| (eV/A) = 3.77
- electronic energy (Eh) = -475.65885
- gap between HOMO and LUMO (alpha / beta) (hartree) = 0.25899 / 0.32424
- spin multiplicity = 3
- relative energy (zero: lowest compared OMol25 entry of this formula, charge and spin) (kJ/mol) = 232.5
- expectation value of S² = 2.005
- lowest unoccupied orbital energy (alpha / beta) (eV) = 1.089 / -1.125

XYZ file:
```
10
Properties=species:S:1:pos:R:3:forces:R:3:lowdin_spin:R:1
C 0.151095 0.447285 -0.519992 0.4 -0.4 0.8 0.58
C 0.638843 -1.056422 1.216188 1.9 -1.5 1.2 0.07
N 0.921979 -0.105864 0.240508 1.4 1.8 -1.5 0.27
P 0.052551 1.729227 -1.705815 1.0 3.1 1.8 0.21
H -1.744025 -0.416689 -0.146617 -1.0 -0.4 0.1 0.80
H -0.142815 -0.724771 1.796131 -2.2 0.5 1.3 0.02
H 1.485348 -1.169506 1.952241 -0.5 -0.2 -1.1 0.00
H 0.385410 -1.974398 0.713004 0.0 -0.7 0.3 0.01
H -1.138407 2.309819 -1.030576 0.8 -0.5 -0.7 0.03
H -0.609978 0.961320 -2.515071 -1.9 -1.7 -2.2 0.01
```
Forces are in eV/Å.

***

[4]
Computed, not measured: an isolated molecule of C2H6O, with ωB97M-V/def2-TZVPD.

Results
- HOMO (eV) = -10.01
- structure (SMILES) = COC
- max |F| (eV/A) = 3.38
- electronic energy (Eh) = -154.96224
- gap between HOMO and LUMO (hartree) = 0.40881
- spin multiplicity = 1
- relative energy (zero: lowest compared OMol25 entry of this formula, charge and spin) (kJ/mol) = 166.9
- lowest unoccupied orbital energy (eV) = 1.114

XYZ file:
```
9
Properties=species:S:1:pos:R:3:forces:R:3:nbo_charge:R:1
C -1.065293 0.065174 0.300748 0.3 -1.4 0.8 -0.24
O 0.001552 0.905917 0.054283 -0.1 0.4 -0.3 -0.53
C 1.066507 0.099241 -0.292684 0.2 -1.4 0.9 -0.24
H -0.493936 -0.877046 0.893852 -2.6 2.1 -0.5 0.14
H -1.859183 0.698894 0.747748 0.4 -1.0 0.2 0.20
H -1.438404 -0.417819 -0.617982 0.0 0.2 0.1 0.16
H 0.921571 -0.388015 -1.272299 0.1 0.2 0.1 0.16
H 0.911534 -0.850008 0.511192 2.0 2.1 -1.8 0.14
H 1.955654 0.763664 -0.324858 -0.2 -1.0 0.4 0.20
```
Forces are in eV/Å.

***

[5]
Computed, not measured: a cluster of 2 separate species, C2H6O in total, with ωB97M-V/def2-TZVPD.

Results
- HOMO (eV) = -10.63
- structure (SMILES) = C=C.O
- max |F| (eV/A) = 1.58
- electronic energy (Eh) = -154.99681
- gap between HOMO and LUMO (hartree) = 0.42633
- spin multiplicity = 1
- relative energy (zero: lowest compared OMol25 entry of this formula, charge and spin) (kJ/mol) = 76.2
- lowest unoccupied orbital energy (eV) = 0.974

XYZ file:
```
9
Properties=species:S:1:pos:R:3:forces:R:3:nbo_charge:R:1
C -1.023759 0.616384 1.274361 -1.2 0.7 0.8 -0.38
C -0.753817 -0.446691 0.561948 1.0 -0.9 -0.5 -0.39
H -0.331929 1.416184 1.562312 -0.2 -0.5 -0.2 0.20
H -2.058215 0.685044 1.629876 0.4 0.4 0.0 0.19
H 0.276844 -0.635787 0.240713 -0.4 -0.1 -0.1 0.17
H -1.506971 -1.209152 0.332529 0.4 0.4 0.1 0.20
O 2.066250 0.129993 -1.992474 -0.8 -0.8 0.4 -0.94
H 1.885191 -0.757186 -2.377692 0.2 1.0 0.4 0.47
H 1.446405 0.201211 -1.231573 0.6 -0.1 -0.9 0.47
```
Forces are in eV/Å.

***

[6]
Computed, not measured: a cluster of 2 separate species, C2H6O in total, with ωB97M-V/def2-TZVPD.

Results
- HOMO (eV) = -10.10
- structure (SMILES) = C=C.O
- max |F| (eV/A) = 6.65
- electronic energy (Eh) = -154.97508
- gap between HOMO and LUMO (hartree) = 0.40963
- spin multiplicity = 1
- relative energy (zero: lowest compared OMol25 entry of this formula, charge and spin) (kJ/mol) = 133.2
- lowest unoccupied orbital energy (eV) = 1.048

XYZ file:
```
9
Properties=species:S:1:pos:R:3:forces:R:3:nbo_charge:R:1
C 2.522848 -0.950552 -2.106202 0.4 -0.6 -2.3 -0.38
C 3.199651 -2.075045 -2.400924 -4.1 0.0 5.2 -0.36
H 2.458461 -0.095460 -2.808177 0.6 -0.3 0.8 0.19
H 1.804756 -0.956220 -1.321066 -0.5 -0.1 0.4 0.19
H 4.011039 -2.283858 -2.913158 3.4 -0.2 -3.5 0.18
H 3.005591 -2.962277 -1.714285 0.1 1.2 -0.7 0.17
H -4.721147 1.818049 4.146692 -0.8 -1.2 1.2 0.46
H -3.684205 2.433777 3.352396 -1.1 0.6 -0.2 0.46
O -4.651186 2.524947 3.537544 1.8 0.6 -1.0 -0.92
```
Forces are in eV/Å.

***

[7]
Computed, not measured: a cluster of 2 separate species, C2H6O in total, with ωB97M-V/def2-TZVPD.

Results
- HOMO (eV) = -9.94
- structure (SMILES) = C=C.O
- max |F| (eV/A) = 2.07
- electronic energy (Eh) = -154.97908
- gap between HOMO and LUMO (hartree) = 0.39574
- spin multiplicity = 1
- relative energy (zero: lowest compared OMol25 entry of this formula, charge and spin) (kJ/mol) = 122.7
- lowest unoccupied orbital energy (eV) = 0.830

XYZ file:
```
9
Properties=species:S:1:pos:R:3:forces:R:3:nbo_charge:R:1
C 0.000000 0.000000 0.000000 0.0 0.2 -0.9 -0.41
C 0.490727 0.071791 1.215574 0.2 -0.9 1.1 -0.41
H -0.441550 -0.895411 -0.452198 0.2 0.2 0.5 0.19
H 0.130075 0.881632 -0.637971 -0.5 -1.5 0.4 0.22
H 0.473377 -0.823341 1.847767 0.1 0.5 0.1 0.19
H 0.962331 0.973671 1.622271 -0.2 -0.3 -0.2 0.18
O 0.349353 2.248752 -1.478611 0.5 2.0 0.2 -0.91
H 1.258189 2.434228 -1.150184 -0.9 -0.1 -0.4 0.48
H -0.244442 2.600511 -0.777237 0.6 -0.1 -0.8 0.48
```
Forces are in eV/Å.

***

[8]
Computed, not measured: an isolated molecule of C2H6O, with ωB97M-V/def2-TZVPD.

Results
- HOMO (eV) = -9.70
- structure (SMILES) = CCO
- max |F| (eV/A) = 3.82
- electronic energy (Eh) = -154.94144
- gap between HOMO and LUMO (hartree) = 0.38868
- spin multiplicity = 1
- relative energy (zero: lowest compared OMol25 entry of this formula, charge and spin) (kJ/mol) = 221.5
- lowest unoccupied orbital energy (eV) = 0.875

XYZ file:
```
9
Properties=species:S:1:pos:R:3:forces:R:3:nbo_charge:R:1
C -0.993882 -0.021837 0.070384 -0.2 0.4 -0.4 -0.65
C 0.474449 0.120493 -0.092078 -0.2 1.4 -1.4 -0.03
O 1.189291 -1.030012 0.330376 0.3 0.3 -1.2 -0.71
H -1.337141 -0.493695 1.023204 -0.1 1.3 -0.4 0.22
H -1.104439 1.017895 -0.402775 -1.9 -0.5 2.0 0.22
H -1.460978 -0.585397 -0.736705 0.4 -0.5 0.0 0.21
H 0.930646 0.992866 0.356355 -0.3 0.1 0.9 0.16
H 0.225308 0.788277 -1.191953 2.6 -2.7 0.9 0.11
H 2.076750 -0.788586 0.643193 -0.5 0.0 -0.3 0.48
```
Forces are in eV/Å.

***

The lowest max |F| belongs to which entry?
number 1

***

Repeat the sixth record exactly.
Computed, not measured: a cluster of 2 separate species, C2H6O in total, with ωB97M-V/def2-TZVPD.

Results
- HOMO (eV) = -10.10
- structure (SMILES) = C=C.O
- max |F| (eV/A) = 6.65
- electronic energy (Eh) = -154.97508
- gap between HOMO and LUMO (hartree) = 0.40963
- spin multiplicity = 1
- relative energy (zero: lowest compared OMol25 entry of this formula, charge and spin) (kJ/mol) = 133.2
- lowest unoccupied orbital energy (eV) = 1.048

XYZ file:
```
9
Properties=species:S:1:pos:R:3:forces:R:3:nbo_charge:R:1
C 2.522848 -0.950552 -2.106202 0.4 -0.6 -2.3 -0.38
C 3.199651 -2.075045 -2.400924 -4.1 0.0 5.2 -0.36
H 2.458461 -0.095460 -2.808177 0.6 -0.3 0.8 0.19
H 1.804756 -0.956220 -1.321066 -0.5 -0.1 0.4 0.19
H 4.011039 -2.283858 -2.913158 3.4 -0.2 -3.5 0.18
H 3.005591 -2.962277 -1.714285 0.1 1.2 -0.7 0.17
H -4.721147 1.818049 4.146692 -0.8 -1.2 1.2 0.46
H -3.684205 2.433777 3.352396 -1.1 0.6 -0.2 0.46
O -4.651186 2.524947 3.537544 1.8 0.6 -1.0 -0.92
```
Forces are in eV/Å.

***

Which formula does entry 8 have?
C2H6O